Entry 1:
Here is an isolated molecule of C4H8N2O in a non-equilibrium geometry from OMol25. Energies are from ωB97M-V with the def2-TZVPD basis set.

Each line ends with the natural charge from an NBO analysis.
Cartesian coordinates (Å):
C: 1.957 0.240 0.241  -0.586
C: 0.754 -0.694 -0.296  -0.088
N: 0.236 -0.743 1.075  -0.655
C: -0.924 0.060 0.783  -0.282
C: -0.600 -0.036 -0.685  0.219
N: -1.279 0.273 -1.717  -0.133
O: -2.451 0.929 -1.283  -0.581
H: 2.281 0.057 1.300  0.227
H: 1.581 1.269 0.279  0.213
H: 2.823 0.125 -0.380  0.190
H: 0.966 -1.639 -0.859  0.207
H: 0.267 -1.581 1.609  0.383
H: -0.864 1.100 1.147  0.196
H: -1.837 -0.413 1.116  0.210
H: -2.931 1.130 -2.098  0.478

Calculated values
Electronic energy ... -9301.0830 eV
Net charge ... 0
Orbital gap ... 9.18 eV
HOMO ... -0.3002 Eh
SMILES ... C[C@H]1NC/C1=N\O
Spin multiplicity ... 1

Entry 2:
Here is an isolated molecule of C4H8N2O from OMol25. Energies are from ωB97M-V with the def2-TZVPD basis set.

Each line ends with the natural charge from an NBO analysis.
Cartesian coordinates (Å):
H: -0.498 -0.895 1.989  0.341
N: 0.355 -0.507 1.566  -0.606
C: 0.057 -0.457 0.330  0.325
N: -1.223 -0.778 -0.136  -0.655
C: -2.291 0.191 0.117  -0.411
C: 1.098 -0.086 -0.717  0.536
C: 2.404 0.523 -0.273  -0.716
O: 0.834 -0.299 -1.883  -0.530
H: -1.196 -1.075 -1.100  0.395
H: -2.411 0.892 -0.720  0.187
H: -2.061 0.775 1.013  0.204
H: -3.244 -0.320 0.282  0.201
H: 2.908 -0.124 0.450  0.252
H: 3.038 0.681 -1.149  0.234
H: 2.229 1.480 0.230  0.243

Calculated values
Electronic energy ... -9304.8573 eV
Net charge ... 0
Orbital gap ... 9.74 eV
HOMO ... -0.3472 Eh
SMILES ... [H]/N=C(\NC)C(C)=O
Spin multiplicity ... 1